Here is a single C6H8N4 molecule at a distorted geometry from the Open Molecules 2025 dataset. Energies are from wB97M-V/def2-TZVPD.

```
! RIJCOSX wB97M-V def2-TZVPD def2/J DEFGRID3
* xyz 0 1
C -2.05898 1.31185 0.62540
C -3.05087 -0.74554 -0.10088
C 1.85959 -0.05727 0.45586
C 1.81315 -0.00401 -1.09181
C 0.33007 0.09078 0.95226
C -1.92784 -0.00086 0.23292
N -2.28628 2.36999 0.99123
N -3.98346 -1.41691 -0.21466
N 0.62848 -0.65150 -1.55379
N -0.63171 -0.58351 0.16734
H 2.24987 -1.00480 0.90432
H 2.68286 0.72946 0.84754
H 2.04657 1.09072 -1.34407
H 2.63912 -0.49756 -1.53212
H 0.20103 -0.24816 2.02281
H 0.08122 1.17543 0.64425
H 0.00994 0.07249 -2.13236
H -0.60276 -1.63060 0.12576
*
```

* HOMO energy (alpha / beta): -8.88 / -8.44 eV
* energy above the lowest of the compared OMol25 structures with the same formula, charge and spin: 505.9 kJ/mol
* LUMO level (alpha / beta): -1.38 / -0.34 eV
* gap between HOMO and LUMO (alpha / beta): 7.50 / 8.11 eV

Löwdin atomic charges, in units of e: -0.248 -0.197 -0.155 -0.353 -0.192 -0.259 0.187 0.166 0.041 -0.028 0.095 0.150 0.124 0.086 0.150 0.135 0.117 0.181

Here is a 2-piece molecular cluster, C9H14 overall at a distorted geometry from the Open Molecules 2025 dataset. Energies are from wB97M-V/def2-TZVPD.

```
! RIJCOSX wB97M-V def2-TZVPD def2/J DEFGRID3
* xyz 0 1
C 2.39052 0.83736 -0.16519
C 1.48699 -0.30066 -0.51073
C 0.77746 -0.26036 -1.71745
C -0.21740 -1.18951 -2.03507
C -0.39968 -2.27815 -1.19591
C 0.27967 -2.34422 -0.00098
C 1.18798 -1.34824 0.34831
H 2.27569 1.18699 0.86007
H 2.07175 1.70938 -0.74633
H 3.44316 0.60322 -0.34787
H 0.93132 0.56962 -2.39908
H -0.95023 -1.04105 -2.81934
H -1.07126 -3.06921 -1.51366
H 0.04073 -3.08871 0.75128
H 1.72531 -1.39649 1.29244
C -1.87814 2.19022 1.05188
C -1.59524 0.73735 1.48273
H -1.53222 2.87414 1.81616
H -1.56272 2.42725 0.04453
H -2.97243 2.21459 0.95549
H -0.50854 0.62920 1.64552
H -1.73200 -0.13550 0.84622
H -2.19070 0.47277 2.35696
*
```

* HOMO energy: -9.09 eV
* energy above the lowest of the compared OMol25 structures with the same formula, charge and spin: 54.1 kJ/mol
* LUMO level: 1.02 eV
* structure (SMILES): Cc1ccccc1.CC
* gap between HOMO and LUMO: 10.12 eV

Löwdin atomic charges, in units of e: -0.056 -0.297 -0.052 -0.085 -0.114 -0.098 -0.072 0.076 0.076 0.084 0.105 0.102 0.101 0.104 0.114 -0.152 -0.170 0.060 0.052 0.060 0.050 0.051 0.061

Here is a single C5H8N2O molecule at a distorted geometry from the Open Molecules 2025 dataset. Energies are from wB97M-V/def2-TZVPD.

```
! RIJCOSX wB97M-V def2-TZVPD def2/J DEFGRID3
* xyz 0 1
O -0.30569 -1.23344 1.05116
C -0.20226 -0.59593 -0.20897
C 1.22136 -0.81081 -0.70088
N 1.92068 0.13428 -0.17254
N 1.11801 1.03902 0.47213
C -0.13610 0.92259 -0.16906
C -1.60684 0.93656 0.18483
C -1.66357 -0.45331 -0.65462
H 0.37670 -0.81915 1.62803
H 1.74098 -1.72406 -1.06546
H 1.57590 1.91310 0.38997
H -0.03440 1.18217 -1.23378
H -1.82899 0.72443 1.23819
H -2.23322 1.84210 -0.19416
H -2.36043 -1.22562 -0.27137
H -1.73730 -0.23320 -1.70558
*
```

* HOMO energy: -9.39 eV
* energy above the lowest of the compared OMol25 structures with the same formula, charge and spin: 363.4 kJ/mol
* LUMO level: 0.98 eV
* structure (SMILES): O[C@]12C=NN[C@@H]1CC2
* gap between HOMO and LUMO: 10.37 eV

Löwdin atomic charges, in units of e: -0.004 -0.480 -0.049 0.027 -0.019 -0.315 -0.078 -0.045 0.116 0.122 0.113 0.159 0.106 0.128 0.119 0.100

Here is a 3-piece molecular cluster, C3H9N2 overall at a distorted geometry from the Open Molecules 2025 dataset. Energies are from wB97M-V/def2-TZVPD.

```
! RIJCOSX wB97M-V def2-TZVPD def2/J DEFGRID3
* xyz 1 1
C 2.16224 0.31227 -0.57655
C 1.15409 -0.50380 -0.31895
C -0.09345 -0.24572 0.46098
N -0.17008 0.69239 1.40304
N -1.06682 -1.07198 0.29792
H 2.91750 -0.00934 -1.22458
H 2.14691 1.23623 -0.01331
H 1.09311 -1.54278 -0.62411
H -2.04184 0.64574 -1.45244
H 0.67409 1.20149 1.64261
H -0.97848 1.08621 1.79812
H -2.70537 0.97575 -1.94821
H -1.98921 -0.98068 0.92132
H -1.10270 -1.79578 -0.36585
*
```

* HOMO energy: -15.40 eV
* energy above the lowest of the compared OMol25 structures with the same formula, charge and spin: 203.0 kJ/mol
* LUMO level: -4.48 eV
* gap between HOMO and LUMO: 10.92 eV

Löwdin atomic charges, in units of e: 0.122 -0.072 -0.392 0.226 0.192 0.075 0.083 0.116 -0.004 0.135 0.121 0.058 0.223 0.118

Here is a 4-piece molecular cluster, C26H54BClN2O14PS3 overall from the Open Molecules 2025 dataset. Energies are from wB97M-V/def2-TZVPD.

```
! RIJCOSX wB97M-V def2-TZVPD def2/J DEFGRID3
* xyz 1 1
C -4.72864 -2.26151 4.96662
C -4.13791 -0.93930 4.48158
C -4.51403 -0.59109 3.03564
C -3.42615 0.10801 2.24011
O -2.30407 -0.76270 2.08128
C -1.17830 -0.21761 1.44016
C -0.09489 0.05664 2.52218
C -0.08669 1.53314 2.99345
B -1.04645 1.80484 4.22517
O -1.94699 2.83239 4.30475
O -0.94255 0.93887 5.27871
C 1.31616 -0.27483 2.09303
N 1.46922 -1.63782 1.47376
C 1.39525 -2.77471 2.47457
C 0.00754 -3.22860 2.90127
C -0.03023 -3.49517 4.40006
O -1.29665 -4.00538 4.74597
C 0.66879 -1.72777 0.18507
Cl 0.79747 -3.41972 -0.35188
C -0.73965 -1.04784 0.16101
C -0.60780 -0.00728 -0.98138
O 0.36154 0.98487 -0.58486
N 1.40539 1.04775 -1.54595
O 2.25277 1.75056 -1.17534
P -2.01163 -2.32399 -0.59242
O -2.44826 -3.09660 0.77398
O -3.23290 -1.31789 -0.94102
H -5.81509 -2.19830 5.05808
H -4.34261 -2.54194 5.95086
H -4.49807 -3.06817 4.26738
H -4.49229 -0.14044 5.14205
H -3.04705 -0.97144 4.56595
H -4.79452 -1.49890 2.49150
H -5.38635 0.06726 3.02350
H -3.81460 0.38618 1.25780
H -3.10106 1.03435 2.73145
H -1.45110 0.76740 1.03856
H -0.35504 -0.55350 3.38765
H 0.92227 1.78875 3.34724
H -0.28014 2.19661 2.14522
H -1.88931 3.47835 3.59780
H -1.63042 1.06106 5.94145
H 1.69504 0.44767 1.36624
H 1.98568 -0.27767 2.95513
H 2.43647 -1.64624 1.15267
H 1.94639 -3.59827 2.02809
H 1.98566 -2.40809 3.31909
H -0.78569 -2.53338 2.64000
H -0.23359 -4.15789 2.38171
H 0.72778 -4.24080 4.66901
H 0.19873 -2.57840 4.95815
H -1.73238 -3.42372 5.36995
H 1.30788 -1.21426 -0.53340
H -0.28095 -0.46747 -1.91957
H -1.54523 0.52175 -1.15111
H -2.92298 -3.90549 0.54943
H -3.23718 -0.39153 -0.66350
C -6.08434 2.37711 -3.82486
C -5.80429 1.02791 -4.50259
C -4.97373 0.19040 -3.52309
S -5.46182 0.73997 -1.88034
O -4.29593 1.34020 -1.24373
O -6.18282 -0.28404 -1.17779
C -6.55581 2.04943 -2.41209
H -6.83299 2.95539 -4.36296
H -5.17011 2.97266 -3.78122
H -6.74523 0.51985 -4.71882
H -5.27512 1.15396 -5.44526
H -5.16327 -0.87863 -3.57552
H -3.90667 0.37954 -3.61945
H -6.48407 2.86866 -1.70074
H -7.56174 1.63030 -2.40224
C 5.75379 -2.80306 -2.33896
C 5.80527 -1.27759 -2.51158
C 4.60294 -0.87413 -3.36814
S 3.33762 -2.11293 -3.05521
O 3.06785 -2.84511 -4.26300
O 2.22010 -1.51968 -2.34428
C 4.31504 -3.13643 -1.95584
H 6.45473 -3.15183 -1.58231
H 6.00607 -3.29631 -3.27945
H 5.74559 -0.79228 -1.53485
H 6.73178 -0.95076 -2.97763
H 4.20119 0.10496 -3.12677
H 4.81914 -0.91949 -4.43352
H 4.02404 -4.17262 -2.11266
H 4.08463 -2.83321 -0.93401
C 4.69900 5.23719 -2.68903
C 5.44786 4.96988 -4.00451
C 6.65529 4.08201 -3.67868
S 6.18700 3.12849 -2.22537
O 7.03425 3.49718 -1.12172
O 6.02663 1.73127 -2.55874
C 4.58031 3.88247 -2.00212
H 3.72080 5.68154 -2.86444
H 5.27144 5.92250 -2.06110
H 4.78673 4.44979 -4.70010
H 5.76666 5.89373 -4.48342
H 6.91175 3.38195 -4.46969
H 7.53379 4.65861 -3.39615
H 4.37876 3.92483 -0.93420
H 3.85730 3.23559 -2.49574
*
```

* HOMO energy: -11.19 eV
* LUMO level: -2.49 eV
* gap between HOMO and LUMO: 8.70 eV

Here are the Löwdin charges for atoms 1 to 99, given in e: -0.107 -0.248 -0.154 -0.169 -0.132 -0.241 -0.216 -0.014 -0.677 0.178 0.171 -0.064 -0.074 -0.124 -0.161 -0.258 -0.039 -0.553 0.757 -0.351 -0.178 -0.098 -0.005 0.079 0.890 -0.262 -0.282 0.077 0.069 0.074 0.111 0.089 0.120 0.124 0.108 0.121 0.143 0.131 0.125 0.118 0.108 0.117 0.133 0.146 0.171 0.108 0.135 0.094 0.117 0.128 0.126 0.081 0.054 0.130 0.116 0.069 0.004 -0.214 -0.205 -0.214 0.670 -0.354 -0.305 -0.223 0.119 0.120 0.120 0.117 0.108 0.104 0.110 0.113 -0.208 -0.219 -0.215 0.679 -0.297 -0.388 -0.234 0.118 0.124 0.113 0.117 0.079 0.113 0.110 0.088 -0.212 -0.207 -0.211 0.675 -0.308 -0.330 -0.243 0.117 0.122 0.117 0.117 0.103